(1)
{"formula": "C3HEuO2", "method": "wB97M-V/def2-TZVPD", "orbital_gap_ev": [5.949, 6.529], "spin_multiplicity": 9, "energy_ha": -975.467280, "species": ["C", "H", "C", "O", "C", "Eu", "O"], "xyz": [[2.534, -0.923, 1.879], [3.150, -1.781, 2.070], [1.768, -0.019, 1.629], [1.162, 1.228, 1.244], [-0.147, 0.734, 1.142], [-2.528, 0.134, -1.295], [-0.379, 0.164, 0.057]], "nbo_charge": [-0.350, 0.239, 0.246, -0.549, 0.362, 0.981, -0.930]}


(2)
{"formula": "C4H7NOS", "method": "wB97M-V/def2-TZVPD", "orbital_gap_ev": 9.211, "smiles": "N[C@H]1C[C@@H]1C(O)=S", "energy_ha": -684.695030, "species": ["C", "C", "C", "C", "H", "H", "H", "H", "H", "H", "H", "N", "O", "S"], "xyz": [[0.165, -0.276, -0.957], [-1.173, 0.316, -0.492], [0.026, 0.190, 0.515], [0.739, 1.499, 0.877], [0.468, -2.296, -1.667], [-0.612, -2.219, -0.340], [1.020, 0.046, -1.609], [-1.557, 1.316, -0.844], [-2.027, -0.414, -0.494], [-0.045, -0.642, 1.300], [0.388, 0.400, 2.446], [0.170, -1.752, -0.852], [1.034, 1.220, 2.201], [1.404, 2.613, -0.086]], "nbo_charge": [-0.036, -0.425, -0.349, 0.220, 0.382, 0.368, 0.254, 0.243, 0.225, 0.213, 0.485, -0.880, -0.659, -0.042]}


(3)
{"formula": "C5H11NO", "method": "wB97M-V/def2-TZVPD", "orbital_gap_ev": 9.532, "smiles": "CNCCCC=O", "energy_ha": -327.013007, "species": ["O", "C", "C", "C", "C", "C", "N", "H", "H", "H", "H", "H", "H", "H", "H", "H", "H", "H"], "xyz": [[-1.238, -2.396, 2.432], [-1.132, -2.388, 1.192], [0.009, -1.697, 0.425], [-0.393, -0.525, -0.527], [-0.655, 0.877, 0.196], [1.449, 2.024, -0.962], [0.707, 1.532, 0.278], [-1.721, -2.968, 0.483], [0.790, -1.412, 1.129], [0.351, -2.501, -0.231], [-1.235, -0.723, -1.269], [0.136, -0.150, -1.477], [-1.463, 1.409, -0.219], [-0.998, 0.596, 1.217], [0.841, 2.738, -1.377], [2.496, 2.230, -0.605], [1.382, 1.201, -1.710], [0.674, 2.153, 1.024]], "nbo_charge": [-0.518, 0.445, -0.516, -0.431, -0.228, -0.415, -0.657, 0.108, 0.239, 0.224, 0.208, 0.225, 0.172, 0.199, 0.179, 0.220, 0.188, 0.357]}